144
Properties=species:S:1:pos:R:3:forces:R:3 method="wB97M-V/def2-TZVPD" relative_energy_ev=1.990 spin_multiplicity=1 orbital_gap_ev=9.732 homo_ev=-9.14 energy_ha=-3876.420517 smiles="COC(=O)OC.COC(=O)OC.COC(=O)OC.COC(=O)OC.COC(=O)OC.COC(=O)OC.COC(=O)OC.COC(=O)OC.Fc1ccccc1.Fc1ccccc1.c1ccccc1.c1ccccc1"
C -14.02419 -18.92858 -16.28310 0.188 -0.142 -1.299
O -15.37344 -19.17439 -16.69756 -1.082 1.608 -0.675
C -15.91597 -18.31155 -17.66803 -0.601 -1.899 0.224
O -15.36692 -17.47425 -18.33589 -0.153 -0.508 0.872
O -17.20864 -18.73473 -17.79079 0.734 -0.088 0.465
C -17.99225 -18.33342 -18.91743 0.005 1.067 -0.230
H -13.90661 -18.15010 -15.52927 -0.300 0.098 -0.166
H -13.52076 -18.69455 -17.22112 0.622 0.374 0.383
H -13.60376 -19.86180 -15.90835 -0.359 -0.005 0.047
H -18.99747 -18.75486 -18.91117 0.650 -0.845 0.562
H -17.49794 -18.57842 -19.85750 -0.024 0.062 0.096
H -18.22666 -17.27083 -18.85382 0.554 0.257 -0.187
C -21.00032 -18.02243 -20.57504 1.127 0.964 0.471
O -20.99303 -18.58167 -21.89273 -0.538 1.046 0.054
C -20.21616 -19.59428 -22.21932 0.789 -2.507 1.800
O -19.43426 -20.16740 -21.45530 -0.893 1.175 -1.528
O -20.58082 -20.00006 -23.43182 -0.585 0.564 -0.441
C -20.13293 -21.21564 -24.01516 0.795 -0.482 0.117
H -20.29040 -17.20450 -20.45209 0.386 0.195 -0.780
H -20.63450 -18.66266 -19.77230 -0.979 -0.725 -0.380
H -21.93789 -17.49273 -20.40628 -0.246 -0.901 0.007
H -20.60707 -22.10272 -23.59518 -0.047 0.215 0.556
H -19.05052 -21.29474 -23.91407 -0.055 -0.090 -0.028
H -20.39504 -21.24476 -25.07278 0.044 0.654 0.145
C -20.03829 -16.14872 -25.08944 0.736 -0.127 -0.367
O -20.68002 -17.00311 -26.04067 0.107 -1.548 -0.267
C -20.18482 -18.21186 -26.37423 1.506 -0.955 1.777
O -19.22002 -18.83439 -25.86463 -2.719 2.209 -1.574
O -20.98785 -18.69304 -27.34209 0.829 1.863 0.840
C -20.70224 -19.96667 -27.82174 -0.828 -0.862 -0.713
H -20.29223 -15.17523 -25.50888 0.311 0.148 0.648
H -18.96642 -16.34591 -25.07231 0.052 0.293 -0.415
H -20.33899 -16.28585 -24.05075 -0.717 -0.139 -0.171
H -21.33629 -20.62731 -27.23044 0.548 -0.629 0.021
H -19.64290 -20.22042 -27.86042 -0.154 0.023 0.326
H -21.12960 -19.96679 -28.82447 0.222 -0.166 -0.108
C -23.09563 -11.21290 -22.33820 -1.085 0.334 0.118
O -22.66652 -12.53229 -22.62790 1.747 1.439 -0.403
C -23.38882 -13.53810 -22.23134 1.412 -0.332 -0.987
O -24.38553 -13.48995 -21.62490 -2.937 -0.018 1.781
O -22.75825 -14.61346 -22.65788 0.421 -0.691 -0.804
C -23.33326 -15.87918 -22.48114 0.373 -1.794 0.256
H -23.41944 -11.08368 -21.30546 0.272 -0.234 0.112
H -23.97218 -11.01214 -22.95420 0.098 0.217 -0.155
H -22.29301 -10.50998 -22.56138 0.024 -0.331 -0.029
H -23.19339 -16.23750 -21.46127 -0.322 0.337 0.193
H -22.74344 -16.57313 -23.08001 0.199 0.206 -0.155
H -24.36004 -16.06840 -22.79424 -0.179 0.913 0.076
C -12.86824 -19.25277 -26.39535 0.943 0.425 -0.287
O -14.23346 -19.01645 -26.18847 0.199 -1.207 -1.602
C -14.63196 -18.42781 -25.11795 4.083 2.102 4.087
O -13.95766 -17.94318 -24.18859 0.114 -1.141 -1.686
O -15.86714 -18.35013 -25.13261 -6.168 -0.234 -0.233
C -16.59117 -18.02858 -23.92605 0.110 1.398 -0.108
H -12.69168 -18.92804 -27.42077 0.332 -0.115 0.081
H -12.62234 -20.30991 -26.29488 -0.223 0.005 0.055
H -12.27595 -18.66748 -25.69198 0.023 -0.039 -0.079
H -17.54406 -17.56235 -24.17651 -0.074 -0.761 -0.596
H -16.09022 -17.18527 -23.45068 0.425 -0.604 0.469
H -16.73919 -18.91067 -23.30307 0.249 0.147 -0.054
C -19.08081 -9.94930 -28.15661 -0.905 1.209 -1.069
O -18.68633 -10.11436 -26.83413 0.078 -1.343 0.520
C -18.87646 -9.14835 -25.96000 -0.076 0.768 0.829
O -18.98214 -7.96953 -26.12015 -0.193 0.551 -0.891
O -18.92299 -9.73274 -24.78450 0.553 -1.754 1.535
C -19.26211 -9.05434 -23.57754 -0.704 0.584 -0.328
H -18.30811 -9.36342 -28.65438 -0.153 -0.455 -0.585
H -20.02202 -9.40376 -28.22445 0.051 0.583 0.259
H -19.39719 -10.89243 -28.60215 1.067 -0.272 0.100
H -18.43727 -8.81160 -22.90760 0.442 0.000 -0.566
H -19.90353 -9.72389 -23.00449 -0.137 -0.002 -0.194
H -19.79030 -8.15095 -23.88251 -0.024 0.099 0.450
C -24.87285 -14.98197 -26.27552 -1.521 1.501 -0.478
O -23.57003 -14.44011 -26.25641 1.571 0.555 0.869
C -23.29487 -13.18174 -25.81636 -0.790 1.349 0.313
O -24.08639 -12.29555 -25.46344 1.632 -2.439 -0.804
O -21.94209 -13.03052 -25.87493 -0.782 -1.078 -0.266
C -21.36439 -11.77459 -25.54370 -0.765 0.844 -0.440
H -24.91721 -16.04437 -26.51518 0.782 0.178 0.144
H -25.39110 -14.42758 -27.05793 -0.321 -0.273 -0.229
H -25.46709 -14.76796 -25.38716 0.417 -0.102 0.380
H -20.30165 -11.74606 -25.78423 0.005 -0.786 0.549
H -21.62339 -11.51419 -24.51744 0.383 0.020 -0.126
H -21.75553 -11.01536 -26.22096 -0.462 0.196 0.123
C -21.02492 -11.14670 -17.36430 0.278 0.831 0.537
O -19.67127 -11.31570 -17.77567 0.946 -0.483 -1.048
C -19.29888 -10.94182 -19.01760 -1.338 0.549 -0.562
O -20.08727 -10.56307 -19.89186 1.906 -0.707 1.358
O -17.95783 -11.05672 -19.08012 -1.085 0.124 -0.807
C -17.27356 -10.66941 -20.30065 0.895 0.489 0.513
H -20.97881 -10.19479 -16.83529 -0.677 0.186 -0.087
H -21.23839 -11.89853 -16.60451 0.012 -0.231 -0.421
H -21.74219 -11.12281 -18.18470 0.203 -0.141 0.064
H -16.34924 -11.24689 -20.28520 -0.310 -0.388 -0.284
H -16.90673 -9.64803 -20.19902 -0.382 0.254 0.200
H -17.79809 -10.73160 -21.25412 -0.410 -0.513 0.512
F -13.38058 -11.01794 -20.04307 0.737 0.366 -0.488
C -13.17707 -12.32457 -20.26873 -1.133 -2.251 -0.556
C -13.81823 -13.18483 -19.38896 -0.592 -0.398 -0.280
C -13.91669 -14.56134 -19.65339 -0.105 1.469 2.156
C -13.30983 -15.09453 -20.72554 1.184 -1.146 -1.514
C -12.57345 -14.30585 -21.59313 -0.829 1.780 0.138
C -12.59934 -12.89160 -21.42599 0.723 -0.099 0.594
H -14.41345 -12.78807 -18.57982 0.252 0.213 0.250
H -14.35761 -15.18147 -18.88697 -0.410 -0.145 -0.218
H -13.34282 -16.15376 -20.93372 -0.092 -0.179 0.165
H -12.10106 -14.78341 -22.43881 0.153 0.295 -0.124
H -12.07610 -12.24669 -22.11642 -0.019 0.042 -0.177
F -18.22609 -16.16230 -21.36084 -0.258 -1.637 1.071
C -17.95166 -15.01985 -21.91844 1.885 2.622 -1.995
C -18.98365 -14.14502 -22.22029 -0.635 -0.533 0.362
C -18.81342 -12.95672 -22.91293 0.283 0.577 0.064
C -17.55210 -12.53562 -23.27576 2.093 -1.819 0.039
C -16.48198 -13.45656 -23.05641 -0.614 -0.611 1.948
C -16.63265 -14.67545 -22.31952 -1.493 1.211 -1.123
H -19.96293 -14.42624 -21.86207 -0.290 -0.043 -0.166
H -19.64387 -12.31070 -23.15665 -0.336 -0.137 0.250
H -17.29416 -11.58528 -23.71928 -0.434 0.068 -0.224
H -15.43173 -13.25368 -23.20550 -0.018 0.574 -0.608
H -15.74075 -15.27215 -22.19767 -0.206 -0.268 0.340
C -22.09269 -16.39619 -17.49151 -0.305 1.761 -0.559
C -22.87166 -15.49861 -18.25268 1.340 0.225 0.574
C -22.22247 -14.44704 -18.96496 -1.357 -0.609 0.369
C -20.84344 -14.25065 -18.93657 -0.210 -0.473 0.261
C -20.08350 -15.11443 -18.18253 -1.022 -1.000 0.402
C -20.75321 -16.12109 -17.43423 2.157 -0.269 -0.207
H -22.52331 -17.15592 -16.85606 -0.113 -0.049 -0.101
H -23.92512 -15.57449 -18.02716 -0.346 0.320 -0.990
H -22.85394 -13.78235 -19.53578 -0.068 0.208 0.026
H -20.31427 -13.43281 -19.40296 -0.432 0.105 -0.487
H -19.00905 -15.03169 -18.25398 0.127 -0.052 0.584
H -20.15166 -16.73135 -16.77687 0.252 -0.193 0.000
C -16.98537 -14.78068 -26.49232 -0.579 -0.698 -2.449
C -17.93453 -13.75866 -26.63803 0.747 0.299 0.932
C -18.92242 -13.77638 -27.59117 -0.540 -1.614 -0.731
C -19.03532 -14.91118 -28.42635 -0.208 1.031 0.811
C -18.13043 -15.94388 -28.31007 -0.403 -0.111 -0.066
C -17.07202 -15.86585 -27.42246 0.368 0.969 1.658
H -16.14018 -14.73171 -25.82177 -0.182 0.096 0.260
H -17.93269 -12.91883 -25.95900 0.192 0.097 0.168
H -19.72346 -13.05222 -27.57307 0.135 0.249 -0.177
H -19.87784 -15.02719 -29.09200 -0.071 0.121 -0.082
H -18.39426 -16.83507 -28.86015 0.626 -0.234 -0.218
H -16.32474 -16.64176 -27.34533 -0.103 -0.253 -0.086

=====

157
Properties=species:S:1:pos:R:3:forces:R:3 method="wB97M-V/def2-TZVPD" spin_multiplicity=1 orbital_gap_ev=10.429 homo_ev=-12.09 energy_ha=-5180.770476 total_charge=+1
K 1.12113 0.13298 0.75965 0.115 0.069 -0.021
C -3.93079 -4.89251 1.99802 0.077 0.182 -0.441
C -3.73643 -3.69285 1.03010 -2.328 -2.515 2.021
C -4.07061 -2.37385 1.64511 -0.176 0.130 -0.275
O -2.80468 -1.70781 1.63282 0.189 1.089 -0.346
C -1.92017 -2.41165 0.87179 2.917 2.644 -0.004
O -0.83582 -1.93677 0.44628 -4.080 -2.003 1.509
O -2.38599 -3.63755 0.77350 2.257 -0.551 -2.296
H -3.20704 -4.85939 2.81238 0.208 0.112 -0.109
H -3.77823 -5.80151 1.41617 0.003 -0.121 0.228
H -4.90842 -4.93949 2.47775 -0.190 0.165 -0.357
H -4.38560 -3.87440 0.17353 0.626 0.039 -0.548
H -4.48011 -2.52233 2.64429 0.304 0.454 0.135
H -4.79689 -1.89313 0.98973 0.129 0.611 0.273
C 3.98325 0.48050 4.57699 0.312 0.229 0.414
C 3.69042 1.56769 5.60991 -0.350 -0.117 -0.882
C 2.22218 1.97689 5.63762 0.326 1.539 -3.797
O 1.78165 1.77274 6.86471 -1.410 -0.869 4.120
C 2.76681 1.34466 7.64575 0.335 -1.549 1.488
O 2.65119 1.09251 8.80264 -0.139 0.297 0.228
O 3.88384 1.07985 6.94797 0.052 0.465 -0.571
H 3.39885 -0.41090 4.80502 0.265 -0.149 0.310
H 5.05990 0.31227 4.60170 -0.069 -0.504 -0.090
H 3.69930 0.71007 3.54997 0.004 0.649 0.085
H 4.29097 2.46850 5.48353 0.332 -0.239 -0.085
H 1.60166 1.41050 4.94317 0.093 0.150 -0.343
H 2.09840 3.05296 5.51578 0.132 0.079 -1.063
C -4.08042 0.83264 5.29087 -0.188 -0.602 1.645
C -3.62624 0.43776 3.92838 0.907 1.177 0.663
C -3.96956 1.45943 2.89667 -1.185 0.244 -1.592
O -2.74835 1.72916 2.19176 0.207 0.111 -0.053
C -1.72527 1.24142 2.92437 1.914 1.294 -0.863
O -0.53326 1.40100 2.72149 -1.870 -0.180 -0.406
O -2.17772 0.65596 3.98952 -0.610 -2.169 1.328
H -3.66312 1.77871 5.63571 -0.281 0.372 -0.626
H -3.64207 0.17067 6.03770 -0.162 -0.476 -0.089
H -5.15654 0.79414 5.45990 -0.030 0.138 -0.281
H -3.90036 -0.57439 3.63088 0.497 -0.006 0.152
H -4.43981 2.34962 3.31445 0.623 0.326 0.145
H -4.69715 1.11179 2.16329 0.117 -0.239 -0.105
C -1.43981 5.22452 0.66170 -0.424 0.426 -0.220
C 0.02629 5.06038 0.35777 0.302 1.257 -0.664
C 1.05860 5.94274 1.15786 -1.402 0.356 -1.097
O 1.87738 5.03960 1.86396 -0.620 -1.224 -0.423
C 1.54571 3.78306 1.44497 0.769 -2.149 1.707
O 2.11339 2.77567 1.86240 -1.211 2.163 -1.324
O 0.46356 3.77741 0.63199 1.607 -1.868 1.104
H -1.70586 5.27649 1.71745 0.209 -0.155 0.071
H -2.02420 4.45592 0.15589 0.228 -0.292 0.181
H -1.79251 6.13496 0.17714 0.104 0.280 0.142
H 0.13529 5.16909 -0.72130 0.063 0.342 -0.104
H 0.42109 6.56273 1.78817 0.743 0.261 0.444
H 1.71807 6.51004 0.50108 -0.306 0.302 0.078
C -2.52088 -5.58879 -3.75073 0.605 -0.117 -0.727
C -2.58297 -4.61813 -2.58747 -0.535 -0.713 -0.380
C -1.67161 -3.39864 -2.60519 -0.610 0.053 -0.744
O -2.61133 -2.30107 -2.63816 1.845 1.065 -0.069
C -3.84263 -2.71745 -2.49417 0.894 -1.838 0.410
O -4.74340 -2.05122 -2.16501 -2.355 1.936 0.364
O -3.90690 -4.03928 -2.63494 -0.199 -0.740 0.323
H -2.39172 -5.12423 -4.72827 -0.108 0.735 0.055
H -3.45285 -6.14130 -3.87015 0.128 -0.198 0.493
H -1.65693 -6.25282 -3.72310 -0.123 -0.242 0.542
H -2.46187 -5.14226 -1.63946 -0.213 -0.116 0.007
H -1.15218 -3.38858 -3.56342 0.519 0.197 0.423
H -1.07064 -3.28801 -1.70259 0.275 -0.022 -0.446
C 0.80428 -4.11181 -6.17386 0.644 0.839 0.265
C 1.70666 -3.27887 -5.25816 0.846 -0.920 -0.903
C 1.77307 -1.77983 -5.47104 0.398 -0.639 -2.934
O 1.92749 -1.26339 -4.20739 -0.820 0.120 2.107
C 1.46829 -2.22187 -3.30653 -0.602 2.623 3.661
O 1.20702 -1.97856 -2.10472 0.985 -0.797 -4.367
O 1.32565 -3.35689 -3.92189 -1.314 -0.957 1.934
H 0.79041 -5.17691 -5.94261 0.459 0.107 -0.027
H 1.26284 -3.89030 -7.13757 -0.401 -0.553 -0.427
H -0.23810 -3.79314 -6.17589 0.075 0.381 0.039
H 2.72548 -3.66409 -5.21689 0.107 -0.328 -0.674
H 0.93948 -1.46292 -6.09777 -0.949 0.396 0.867
H 2.57860 -1.44778 -6.12601 0.587 -0.319 0.374
C 1.17189 -4.68366 1.40492 0.746 -0.955 -0.548
C 1.20336 -4.52658 -0.10474 0.251 1.411 1.770
C 2.66308 -4.44110 -0.65907 -2.874 0.474 -0.823
O 2.56921 -5.40247 -1.70482 -0.291 -2.388 -0.850
C 1.32168 -6.05222 -1.81409 0.388 3.024 1.188
O 0.93764 -6.70169 -2.72902 0.530 -0.204 0.592
O 0.51752 -5.57261 -0.77129 1.082 -0.848 -1.442
H 1.70845 -3.81238 1.78051 -0.422 0.086 0.462
H 1.77052 -5.56137 1.64861 0.056 -0.149 0.282
H 0.17532 -4.85346 1.81250 0.015 0.480 -0.005
H 0.71876 -3.56234 -0.25808 -0.264 -0.265 -0.755
H 3.41946 -4.53410 0.12025 0.205 -0.706 -0.437
H 2.72595 -3.49454 -1.19588 0.553 0.052 0.547
C -0.86394 -0.37926 7.28948 -0.761 -0.793 -1.715
C -0.28078 -1.57401 6.44248 -1.018 1.332 1.863
C -1.35602 -2.31956 5.65479 -0.269 -1.039 2.096
O -1.01023 -2.24709 4.26768 -0.141 0.281 1.281
C 0.11616 -1.52134 4.19398 1.656 0.686 -1.594
O 0.71964 -1.37020 3.13198 -1.179 0.026 2.986
O 0.47233 -1.02966 5.44271 1.748 0.553 -4.240
H -1.55615 0.14470 6.63037 0.106 0.101 -0.544
H -0.13644 0.39808 7.52311 0.118 -0.604 0.818
H -1.58726 -0.75275 8.01433 0.774 0.059 0.852
H 0.40007 -2.16372 7.05631 -0.330 -0.422 0.048
H -2.29217 -1.87941 5.99827 -0.426 0.133 -1.197
H -1.37471 -3.34135 6.03386 -0.065 -0.292 -0.696
C 1.47798 5.39300 -4.15599 0.500 0.213 0.086
C 2.68274 4.66334 -3.57170 -0.495 1.536 -2.140
C 3.07888 5.16515 -2.21173 0.574 3.818 -2.124
O 3.05428 4.11780 -1.39090 0.557 -3.126 2.325
C 2.65162 3.01107 -2.04580 -1.487 -2.700 1.608
O 2.43571 1.91754 -1.50152 0.964 3.113 -1.851
O 2.40711 3.33647 -3.32134 -0.883 -3.009 0.774
H 1.13543 4.85290 -5.03863 -0.722 -0.225 0.516
H 1.71902 6.36973 -4.57551 0.604 0.120 0.236
H 0.80668 5.61443 -3.32627 -0.796 -0.497 -0.496
H 3.39800 4.60856 -4.39237 0.820 0.530 0.490
H 2.35308 5.90023 -1.86391 0.003 0.235 0.002
H 4.04252 5.66182 -2.32496 0.255 -0.100 0.685
C 6.58936 1.01594 1.61507 0.817 0.848 -1.029
C 5.88278 1.21871 0.23505 0.149 -1.577 1.538
C 6.46941 0.41807 -1.00085 -0.045 0.198 1.177
O 5.45871 -0.53512 -1.32133 -1.737 0.235 0.201
C 4.42537 -0.46395 -0.44545 -1.584 -2.096 1.699
O 3.52701 -1.33576 -0.31098 2.962 3.462 -0.828
O 4.58083 0.57952 0.44177 -0.065 -0.873 -1.932
H 6.18326 1.67023 2.38648 -0.525 -0.242 -0.121
H 7.61085 1.38610 1.52761 0.278 -0.103 -0.159
H 6.65775 -0.01326 1.96744 -0.343 -0.010 -0.260
H 5.74204 2.28840 0.07997 -0.133 -0.182 -0.368
H 7.30827 -0.24236 -0.78117 0.394 0.631 0.378
H 6.72779 1.07257 -1.83330 -0.339 -0.180 -0.114
C 0.33516 1.55182 -5.74431 -0.373 0.635 -0.514
C -0.75753 1.68270 -4.74018 1.050 1.143 1.170
C -0.29563 1.02494 -3.35943 -1.271 0.598 -3.747
O -0.59290 2.03494 -2.45313 -0.751 1.462 1.785
C -1.03410 3.20806 -3.05471 0.162 -0.654 -0.435
O -1.51311 4.18830 -2.54302 0.734 -1.088 0.658
O -0.84158 3.10522 -4.35537 -0.387 -0.619 -0.723
H 0.47028 0.48065 -5.89414 0.331 0.271 -0.445
H 1.22949 2.06916 -5.39699 0.173 -0.483 0.293
H 0.04780 2.10659 -6.63748 -0.038 -0.530 -0.394
H -1.74333 1.44858 -5.14202 0.040 -0.368 0.316
H 0.76244 0.81837 -3.52046 -0.037 -0.072 0.989
H -0.93570 0.14328 -3.32652 0.270 -0.179 1.148
C -3.52640 1.25992 -1.45335 0.357 -0.637 0.982
C -4.44178 1.95319 -2.42269 -0.781 -2.775 2.211
C -4.80562 3.38839 -2.23379 0.731 -0.539 -0.731
O -4.89306 3.74336 -3.60572 -0.543 1.185 -2.101
C -4.31920 2.82080 -4.43949 0.739 1.535 -3.426
O -4.12185 2.88715 -5.67274 -1.091 0.196 4.407
O -3.89120 1.83514 -3.69205 1.269 -0.689 -1.028
H -2.79316 1.87797 -0.93522 0.140 0.128 -0.358
H -3.05941 0.41071 -1.95222 0.364 0.274 -0.265
H -4.05668 0.71051 -0.67550 -0.500 0.384 0.177
H -5.30902 1.29424 -2.46467 -0.575 0.292 0.079
H -3.95643 3.90117 -1.78209 -0.254 0.449 0.142
H -5.76883 3.54672 -1.74874 0.256 0.105 0.008